Record 1
Density functional theory data (ωB97M-V/def2-TZVPD) for C47H54N5S2SbSeSi3Zr as an isolated structure in a non-equilibrium geometry.

XYZ file:
```
114
Properties=species:S:1:pos:R:3:lowdin_charge:R:1
Zr 0.8858 -0.0027 -0.1941 1.41
C -3.6613 -2.2275 0.7232 -0.27
Sb -1.9313 -0.9906 1.1263 1.45
C -0.5378 -1.5989 -0.4362 -0.67
C -1.1182 -2.0498 -1.7129 -0.48
C -0.5313 -1.7223 -2.9375 -0.07
C -1.0740 -2.2237 -4.1054 -0.02
C -2.1707 -3.0703 -4.0252 -0.03
C -2.6636 -3.3728 -2.7669 -0.12
N -2.1614 -2.8766 -1.6479 0.06
Si 0.4705 -3.0975 0.1640 0.48
C 1.8757 -3.0840 -1.1574 -0.15
C 1.3084 -2.7718 1.8612 -0.17
C -0.3745 -4.7945 0.2729 -0.14
C -2.6936 1.0636 0.4648 -0.51
C -1.6072 1.9770 0.1385 -0.43
C -1.8955 3.2879 -0.3114 -0.02
C -0.9326 4.2572 -0.3677 0.02
C 0.3682 3.9482 0.0479 -0.04
C 0.6253 2.6497 0.3929 -0.26
N -0.3182 1.6674 0.4204 -0.16
Si -3.3389 1.8569 2.1808 0.55
C -4.1902 0.5839 3.3167 -0.18
C -4.5948 3.2527 1.8775 -0.16
C -1.8820 2.6423 3.1623 -0.13
Si -4.1163 1.0115 -0.8990 0.56
C -4.7338 2.6558 -1.6603 -0.18
C -5.6743 0.1892 -0.1659 -0.16
C -3.3468 0.1007 -2.3827 -0.14
H -3.3443 -3.2620 0.8276 0.01
H -4.0585 -2.0774 -0.2749 -0.01
H -4.4199 -2.0223 1.4701 0.01
H 0.3504 -1.0895 -2.9573 0.04
H -0.6469 -1.9744 -5.0640 0.10
H -2.6206 -3.4817 -4.9117 0.11
H -3.4957 -4.0493 -2.6310 0.12
H 2.0249 -2.0694 -1.5619 -0.01
H 1.6056 -3.7307 -1.9882 0.05
H 2.8234 -3.4476 -0.7683 0.05
H 2.2277 -2.1929 1.7687 0.01
H 1.5919 -3.7324 2.2795 0.05
H 0.6445 -2.2988 2.5857 0.01
H -1.0002 -4.9793 -0.5937 0.02
H -0.9997 -4.8620 1.1591 0.04
H 0.3648 -5.5895 0.3277 0.04
H -2.9024 3.5240 -0.5867 0.07
H -1.1705 5.2493 -0.7142 0.13
H 1.1464 4.6918 0.0728 0.13
H 1.6461 2.3498 0.6665 0.11
H -5.2387 0.4765 3.0657 0.03
H -4.1494 0.9446 4.3388 0.04
H -3.7359 -0.4014 3.2902 -0.02
H -5.4854 2.8927 1.3757 0.03
H -4.1949 4.0868 1.3110 0.03
H -4.9071 3.6515 2.8387 0.05
H -1.6429 2.0742 4.0559 0.01
H -2.1779 3.6341 3.4891 0.05
H -0.9661 2.7696 2.5930 0.01
H -5.0011 3.4282 -0.9479 0.02
H -5.6372 2.4322 -2.2215 0.05
H -4.0286 3.0756 -2.3713 0.04
H -6.5219 0.8622 -0.2626 0.04
H -5.5764 -0.0683 0.8814 0.00
H -5.9370 -0.7120 -0.7099 0.04
H -2.2925 0.3500 -2.5083 0.03
H -3.8611 0.3633 -3.3009 0.05
H -3.4314 -0.9721 -2.2748 0.00
S 0.5668 0.9120 7.0740 1.10
C -0.9885 0.4686 7.6151 -0.37
C -1.7500 -0.0898 6.6287 -0.16
C -1.0806 -0.1510 5.3990 -0.13
C 0.1975 0.3618 5.4652 -0.49
C 1.1600 0.4269 4.4032 -0.17
C 0.7247 0.3816 3.0640 -0.10
N 1.5256 0.2690 2.0199 -0.03
C 2.8648 0.2571 2.2379 -0.17
C 3.4049 0.4211 3.5398 -0.11
C 4.8185 0.4681 3.7166 0.01
C 5.6530 0.3185 2.6655 0.02
C 5.1461 0.1190 1.3450 -0.11
C 5.9873 -0.0004 0.2436 0.06
C 5.4556 -0.1369 -1.0376 -0.17
C 4.0492 -0.2008 -1.1412 -0.07
N 3.2162 -0.1109 -0.1150 -0.03
C 3.7453 0.0839 1.1241 -0.15
C 6.3082 -0.1749 -2.1881 -0.47
C 5.9891 0.0393 -3.5116 -0.10
C 7.1067 0.0241 -4.3529 -0.16
C 8.2700 -0.2080 -3.6766 -0.37
S 8.0273 -0.4112 -2.0043 1.10
C 2.5308 0.4955 4.6238 0.08
H -1.2580 0.6451 8.6382 0.08
H -2.7532 -0.4466 6.7728 0.11
H -1.4990 -0.6083 4.5152 0.09
H -0.3378 0.4719 2.8647 0.03
H 5.1937 0.6137 4.7171 0.13
H 6.7223 0.3485 2.8000 0.13
H 7.0563 0.0343 0.3843 0.11
H 3.5918 -0.3274 -2.1174 0.07
H 4.9978 0.2533 -3.8643 0.10
H 7.0574 0.1888 -5.4132 0.11
H 9.2643 -0.2622 -4.0735 0.08
H 2.9277 0.5771 5.6247 0.12
Se 1.2236 1.4678 -2.3606 0.76
C 1.1174 0.7616 -4.1743 -0.60
C 2.0015 -0.2039 -4.6348 -0.12
C 1.8233 -0.6867 -5.9226 -0.13
N 0.8535 -0.2794 -6.7178 0.07
C 0.0331 0.6588 -6.2850 -0.13
C 0.1215 1.2232 -5.0199 -0.10
H 2.7872 -0.6051 -4.0081 0.08
H 2.4823 -1.4431 -6.3286 0.12
H -0.7405 0.9655 -6.9752 0.12
H -0.5674 1.9829 -4.6838 0.10
```

Energy above the lowest of the compared OMol25 structures with the same formula, charge and spin, kcal/mol: 10.23
LUMO energy, eV: -6.3438
E_HOMO, eV: -12.64
Kohn-Sham gap, eV: 6.2982
DFT total energy, hartree: -6450.43080
Net charge: +2

Record 2
Density functional theory data (ωB97M-V/def2-TZVPD) for C47H54O3P2S5Se2Tl as an isolated structure in a non-equilibrium geometry.

XYZ file:
```
114
Properties=species:S:1:pos:R:3:lowdin_charge:R:1
Tl 0.8210 0.7260 0.6331 0.57
S -0.2964 0.3766 -2.8835 0.28
P 0.2135 -1.3725 -1.9369 0.36
C 1.2741 -1.2719 -0.6730 -0.73
P 2.6814 -1.7103 0.0497 0.31
S 3.0012 -0.8264 1.8261 0.15
C 2.7071 -3.5780 0.2870 -0.29
C 2.9186 -4.4453 -0.7780 -0.10
C 2.6961 -5.8027 -0.6443 -0.10
C 2.3389 -6.3285 0.5938 -0.12
C 1.9620 -5.4940 1.5961 -0.11
C 2.1882 -4.1197 1.4939 -0.09
C 4.1745 -1.4327 -1.0011 -0.33
C 4.0401 -0.6503 -2.1458 -0.09
C 5.1174 -0.4900 -3.0037 -0.09
C 6.3289 -1.1036 -2.7307 -0.11
C 6.4664 -1.8428 -1.5626 -0.09
C 5.3998 -1.9879 -0.6746 -0.09
C -1.3284 -2.1927 -1.4105 -0.36
C -1.3182 -2.9807 -0.2643 -0.13
C -2.4244 -3.8009 -0.0125 -0.10
C -3.5095 -3.8724 -0.8868 -0.09
C -3.5105 -3.0135 -1.9890 -0.11
C -2.4632 -2.1933 -2.2534 -0.11
C 0.7731 -2.5986 -3.1576 -0.31
C 1.6333 -2.2229 -4.1833 -0.11
C 2.1488 -3.1530 -5.0760 -0.09
C 1.7587 -4.4854 -5.0198 -0.09
C 0.9322 -4.8483 -3.9558 -0.11
C 0.5248 -3.9658 -2.9614 -0.08
H 3.2357 -3.9919 -1.7570 0.13
H 2.5896 -6.4538 -1.4974 0.09
H 2.2048 -7.4069 0.6793 0.10
H 1.6094 -5.8335 2.5767 0.10
H 1.8924 -3.5055 2.2894 0.06
H 3.0502 -0.3008 -2.4120 0.08
H 4.9453 0.0916 -3.9422 0.11
H 7.1116 -1.0789 -3.4593 0.09
H 7.4187 -2.3360 -1.3976 0.10
H 5.4363 -2.5456 0.2250 0.09
H -0.4906 -3.0612 0.3799 0.08
H -2.3592 -4.4969 0.8311 0.11
H -4.3268 -4.5927 -0.7020 0.10
H -4.3838 -3.0658 -2.6108 0.09
H -2.4401 -1.5389 -3.1299 0.09
H 1.7996 -1.1680 -4.3590 0.08
H 2.7808 -2.7585 -5.8275 0.08
H 1.9717 -5.2635 -5.7540 0.10
H 0.4808 -5.8349 -3.9607 0.10
H -0.1106 -4.3357 -2.1942 0.10
C 2.9318 3.3366 -1.3637 -0.48
Se 3.2945 4.0300 0.3530 0.87
C 1.5554 4.9218 0.6582 -0.60
C 1.4555 5.3251 2.0988 -0.68
Se -0.2236 6.0768 2.4496 0.91
C -1.2775 4.3724 2.6890 -0.38
H 2.2446 2.4780 -1.3496 -0.02
H 3.8642 2.9093 -1.8277 0.04
H 2.5110 4.0458 -2.0538 0.01
H 0.8279 4.1627 0.2833 0.03
H 1.5483 5.7825 -0.0161 0.06
H 2.2196 6.0355 2.3619 0.05
H 1.6430 4.5038 2.8392 0.08
H -0.8067 3.5408 2.1245 0.01
H -2.3198 4.5431 2.3790 0.02
H -1.2588 4.1645 3.7609 0.01
O -1.2410 -0.9082 1.8486 -0.58
S -2.6817 -0.7556 1.5023 0.96
C -2.8932 0.4665 0.1896 -0.31
C -2.6182 1.9725 0.4607 -0.23
C -2.2874 2.7396 -0.8685 -0.21
C -2.1646 4.2762 -0.6448 -0.30
S -1.4342 5.1782 -2.0756 0.94
O -0.0028 4.8851 -2.0489 -0.52
C -2.2370 4.1361 -3.3122 -0.38
C -3.6362 4.0550 -3.3718 -0.12
C -4.2110 3.0768 -4.1604 -0.10
C -3.4256 2.2318 -4.9505 -0.09
C -2.0525 2.2956 -4.8797 -0.12
C -1.4729 3.1959 -4.0105 -0.13
C -3.3842 0.2191 2.8574 -0.36
C -2.4772 0.6564 3.7936 -0.06
C -3.0196 1.2628 4.9309 -0.07
C -4.3744 1.4744 5.1012 -0.08
C -5.1870 1.1689 4.0350 -0.10
C -4.7339 0.5269 2.9360 -0.09
H -3.9076 0.3069 -0.1211 0.09
H -2.2085 0.0842 -0.5381 0.03
H -1.8394 2.1506 1.2063 0.04
H -3.5164 2.4206 0.9129 0.11
H -3.0245 2.4876 -1.6448 0.10
H -1.3066 2.3199 -1.2038 0.05
H -1.4502 4.5548 0.1403 0.03
H -3.1136 4.8083 -0.5172 0.09
H -4.2592 4.6082 -2.7085 0.10
H -5.2818 2.7750 -4.0123 0.12
H -3.9049 1.4718 -5.5559 0.10
H -1.4238 1.5151 -5.2904 0.08
H -0.4091 3.1872 -3.8268 0.09
H -1.4020 0.5409 3.7053 0.11
H -2.3631 1.4710 5.7681 0.09
H -4.7255 1.8691 6.0161 0.09
H -6.2571 1.3035 4.1427 0.11
H -5.3839 0.2485 2.1764 0.09
C 1.8235 -1.0920 6.0338 -0.26
S 0.3811 -0.3143 6.7747 0.79
C 1.1098 1.2759 7.1404 -0.28
O 0.2439 -1.0428 8.0814 -0.57
H 2.6941 -1.0622 6.6402 0.04
H 1.9906 -0.7234 5.0049 0.05
H 1.4872 -2.1461 5.9541 0.06
H 1.8186 1.1331 7.9530 0.05
H 0.3222 1.9012 7.5516 0.04
H 1.5660 1.7238 6.2445 0.06
```

Energy above the lowest of the compared OMol25 structures with the same formula, charge and spin, kcal/mol: 25.55
LUMO energy, eV: 1.9436
E_HOMO, eV: -4.34
Kohn-Sham gap, eV: 6.2849
DFT total energy, hartree: -9698.04303
Net charge: -1